Density functional theory data (ωB97M-V with the def2-TZVPD basis set) for a 13-piece molecular cluster, H26O13 overall at a distorted geometry.

Bonds (Å) are listed after each position.
Element x y z (Å)
1 H 0.336 0.129 -0.287  O27 0.979
2 H -0.435 -0.030 1.040  O27 0.918
3 H -2.884 3.563 1.540  O28 0.980
4 H -2.762 5.052 1.245  O28 0.913
5 H 0.255 4.079 -1.763  O29 0.989
6 H 1.152 4.456 -0.560  O29 0.894
7 H 0.622 -1.638 -4.526  O30 0.953
8 H -0.672 -2.218 -3.782  O30 0.992
9 H 2.149 -0.913 3.210  O31 0.925
10 H 1.785 -1.105 1.747  O31 0.980
11 H -2.646 1.373 1.352  O32 0.943
12 H -1.165 1.568 1.781  O32 0.981
13 H 2.297 -2.008 -1.945  O33 1.016
14 H 3.765 -1.575 -1.880  O33 0.983
15 H -0.741 -4.465 0.958  O34 0.976
16 H -1.457 -5.693 0.496  O34 0.962
17 H 0.143 3.220 3.812  O35 0.977
18 H -0.662 1.988 3.346  O35 0.933
19 H 2.194 1.144 -2.760  O36 0.946
20 H 1.427 0.163 -3.667  O36 0.965
21 H -0.171 -3.600 -2.959  O37 1.030
22 H -0.415 -4.648 -1.810  O37 0.928
23 H -1.546 -1.609 2.724  O38 0.962
24 H -0.637 -1.856 3.968  O38 0.906
25 H 1.755 2.128 -1.289  O39 0.982
26 H 0.327 2.057 -0.982  O39 0.914
27 O -0.126 -0.494 0.311  H1 0.979, H2 0.918
28 O -3.130 4.282 0.922  H3 0.980, H4 0.913
29 O 0.306 4.450 -0.848  H5 0.989, H6 0.894
30 O -0.185 -2.131 -4.642  H7 0.953, H8 0.992
31 O 1.570 -1.382 2.662  H9 0.925, H10 0.980
32 O -2.077 1.405 2.103  H11 0.943, H12 0.981
33 O 2.869 -1.170 -1.911  H13 1.016, H14 0.983
34 O -1.456 -4.741 0.354  H15 0.976, H16 0.962
35 O -0.751 2.873 3.627  H17 0.977, H18 0.933
36 O 1.478 0.527 -2.775  H19 0.946, H20 0.965
37 O -0.226 -3.749 -1.941  H21 1.030, H22 0.928
38 O -1.409 -1.489 3.669  H23 0.962, H24 0.906
39 O 1.126 2.055 -0.538  H25 0.982, H26 0.914

The charge is 0. The largest force on an atom is 5.6 eV/A. For the LUMO energy, the calculation gives -0.267 eV. The calculation puts the gap between HOMO and LUMO at 10.51 eV. The energy comes out at -993.58901 hartree. For the molar mass, the calculation gives 234.2 g mol⁻¹.



Density functional theory data (ωB97M-V with the def2-TZVPD basis set) for a 13-piece molecular cluster, H26O13 overall at a distorted geometry.

Bonds (Å) are listed after each position.
Element x y z (Å)
1 O -22.296 -11.417 -8.995  H2 0.999, H3 0.909
2 H -22.921 -11.996 -8.474  O1 0.999
3 H -22.545 -11.183 -9.838  O1 0.909
4 O -23.736 -10.833 -15.153  H5 1.063, H6 0.937
5 H -23.592 -11.632 -15.839  O4 1.063
6 H -22.826 -10.887 -14.937  O4 0.937
7 O -18.113 -13.636 -12.513  H8 1.000, H9 0.989
8 H -18.847 -13.377 -11.885  O7 1.000
9 H -18.614 -13.931 -13.314  O7 0.989
10 O -19.896 -10.093 -9.305  H11 0.957, H12 0.915
11 H -20.636 -10.639 -9.037  O10 0.957
12 H -20.149 -9.280 -8.968  O10 0.915
13 O -21.862 -13.597 -14.213  H14 0.965, H15 0.851
14 H -22.153 -13.591 -13.293  O13 0.965
15 H -21.477 -12.861 -14.400  O13 0.851
16 O -18.039 -9.039 -10.305  H17 1.033, H18 0.982
17 H -18.157 -8.474 -11.162  O16 1.033
18 H -18.882 -9.361 -9.921  O16 0.982
19 O -19.099 -12.085 -10.366  H20 1.060, H21 1.027
20 H -18.525 -11.304 -9.939  O19 1.060
21 H -19.715 -12.335 -9.583  O19 1.027
22 O -20.687 -11.293 -14.814  H23 1.007, H24 0.936
23 H -20.488 -10.939 -13.893  O22 1.007
24 H -20.042 -11.746 -15.320  O22 0.936
25 O -24.355 -11.633 -11.272  H26 1.015, H27 0.958
26 H -24.972 -11.696 -12.076  O25 1.015
27 H -23.931 -10.792 -11.447  O25 0.958
28 O -22.644 -13.078 -11.497  H29 0.915, H30 0.954
29 H -23.180 -13.609 -10.978  O28 0.915
30 H -23.242 -12.369 -11.272  O28 0.954
31 O -20.933 -10.882 -12.246  H32 0.974, H33 0.944
32 H -21.562 -11.587 -12.481  O31 0.974
33 H -20.202 -11.063 -11.677  O31 0.944
34 O -21.129 -8.359 -12.474  H35 1.099, H36 0.838
35 H -21.581 -8.145 -13.453  O34 1.099
36 H -20.617 -9.004 -12.624  O34 0.838
37 O -23.339 -9.188 -10.987  H38 0.985, H39 1.050
38 H -23.926 -8.626 -11.543  O37 0.985
39 H -22.400 -8.991 -11.413  O37 1.050

The charge is 0. The largest force on an atom is 12.6 eV/A. For the LUMO energy, the calculation gives -0.140 eV. The calculation puts the gap between HOMO and LUMO at 10.53 eV. The energy comes out at -993.56102 hartree. For the molar mass, the calculation gives 234.2 g mol⁻¹.



Density functional theory data (ωB97M-V with the def2-TZVPD basis set) for a 13-piece molecular cluster, H26O13 overall at a distorted geometry.

Bonds (Å) are listed after each position.
Element x y z (Å)
1 H -0.506 0.936 0.363  O27 0.964
2 H 0.216 -0.387 0.557  O27 0.964
3 H -1.275 -3.239 -0.178  O28 0.964
4 H 0.000 -3.901 0.318  O28 0.964
5 H -3.101 0.507 -0.113  O29 0.964
6 H -3.163 0.753 -1.612  O29 0.964
7 H 1.794 4.062 -1.566  O30 0.964
8 H 2.229 5.475 -1.211  O30 0.964
9 H 2.993 0.302 0.269  O31 0.964
10 H 2.068 -0.724 -0.365  O31 0.964
11 H 2.309 -1.804 2.280  O32 0.964
12 H 2.825 -0.376 2.345  O32 0.964
13 H 2.099 2.774 0.897  O33 0.964
14 H 1.700 1.324 1.118  O33 0.964
15 H -5.788 1.042 1.827  O34 0.964
16 H -4.570 0.794 0.952  O34 0.964
17 H -1.573 3.610 -1.266  O35 0.964
18 H -0.505 3.572 -2.348  O35 0.964
19 H 5.751 -1.652 0.175  O36 0.964
20 H 4.279 -1.477 0.510  O36 0.964
21 H -2.324 -4.068 -2.222  O37 0.964
22 H -0.933 -3.458 -2.260  O37 0.964
23 H -0.487 -1.527 -0.941  O38 0.964
24 H -0.108 -1.033 -2.328  O38 0.964
25 H -1.923 0.393 2.810  O39 0.964
26 H -1.401 -0.991 3.160  O39 0.964
27 O 0.225 0.411 0.017  H1 0.964, H2 0.964
28 O -0.393 -3.501 -0.466  H3 0.964, H4 0.964
29 O -3.431 0.122 -0.933  H5 0.964, H6 0.964
30 O 1.573 4.987 -1.723  H7 0.964, H8 0.964
31 O 2.895 -0.251 -0.514  H9 0.964, H10 0.964
32 O 2.149 -0.922 1.928  H11 0.964, H12 0.964
33 O 1.542 2.215 1.450  H13 0.964, H14 0.964
34 O -4.946 0.573 1.812  H15 0.964, H16 0.964
35 O -1.346 3.174 -2.096  H17 0.964, H18 0.964
36 O 4.887 -2.059 0.041  H19 0.964, H20 0.964
37 O -1.405 -4.284 -2.413  H21 0.964, H22 0.964
38 O -0.870 -1.275 -1.789  H23 0.964, H24 0.964
39 O -1.485 -0.098 3.514  H25 0.964, H26 0.964

The charge is 0. The largest force on an atom is 2.4 eV/A. For the LUMO energy, the calculation gives -0.487 eV. The calculation puts the gap between HOMO and LUMO at 9.55 eV. The energy comes out at -993.61699 hartree. For the molar mass, the calculation gives 234.2 g mol⁻¹.



Density functional theory data (ωB97M-V with the def2-TZVPD basis set) for a 13-piece molecular cluster, H26O13 overall at a distorted geometry.

Bonds (Å) are listed after each position.
Element x y z (Å)
1 O 22.146 -19.130 9.824  H2 0.914, H3 0.977
2 H 21.981 -18.301 9.478  O1 0.914
3 H 21.329 -19.386 10.292  O1 0.977
4 O 19.237 -20.391 8.362  H5 0.992, H6 0.956
5 H 18.256 -20.266 8.281  O4 0.992
6 H 19.461 -19.462 8.373  O4 0.956
7 O 16.703 -18.980 8.603  H8 0.954, H9 0.968
8 H 16.995 -18.322 9.228  O7 0.954
9 H 16.728 -19.712 9.235  O7 0.968
10 O 20.987 -18.025 13.475  H11 0.960, H12 0.953
11 H 20.556 -17.434 12.854  O10 0.960
12 H 21.229 -17.477 14.215  O10 0.953
13 O 19.836 -17.623 8.090  H14 0.966, H15 0.999
14 H 19.064 -17.129 8.398  O13 0.966
15 H 20.579 -17.041 8.416  O13 0.999
16 O 14.731 -16.764 9.841  H17 0.990, H18 0.933
17 H 15.065 -17.292 10.609  O16 0.990
18 H 13.850 -17.045 9.717  O16 0.933
19 O 20.125 -16.559 11.284  H20 0.936, H21 0.931
20 H 19.506 -17.099 10.835  O19 0.936
21 H 20.115 -15.692 10.945  O19 0.931
22 O 18.112 -18.064 10.799  H23 0.994, H24 0.922
23 H 17.824 -17.477 11.548  O22 0.994
24 H 18.732 -18.697 11.053  O22 0.922
25 O 18.891 -15.798 14.670  H26 0.967, H27 0.925
26 H 18.287 -15.985 13.938  O25 0.967
27 H 18.507 -15.120 15.170  O25 0.925
28 O 15.760 -18.543 11.849  H29 0.970, H30 0.950
29 H 15.215 -19.345 11.875  O28 0.970
30 H 16.522 -18.877 11.392  O28 0.950
31 O 17.396 -16.199 12.619  H32 0.997, H33 0.960
32 H 16.410 -16.082 12.713  O31 0.997
33 H 17.653 -15.611 11.905  O31 0.960
34 O 19.859 -20.125 11.006  H35 0.927, H36 0.955
35 H 20.155 -20.730 11.642  O34 0.927
36 H 19.552 -20.634 10.259  O34 0.955
37 O 17.036 -20.880 10.788  H38 0.968, H39 0.937
38 H 16.225 -21.403 10.719  O37 0.968
39 H 17.339 -20.996 11.667  O37 0.937

The charge is 0. The largest force on an atom is 3.6 eV/A. For the LUMO energy, the calculation gives -0.381 eV. The calculation puts the gap between HOMO and LUMO at 9.98 eV. The energy comes out at -993.69162 hartree. For the molar mass, the calculation gives 234.2 g mol⁻¹.



Density functional theory data (ωB97M-V with the def2-TZVPD basis set) for a 13-piece molecular cluster, H26O13 overall at a distorted geometry.

Bonds (Å) are listed after each position.
Element x y z (Å)
1 O 1.218 -11.931 0.436  H2 0.963, H3 0.968
2 H 0.517 -11.271 0.450  O1 0.963
3 H 1.335 -12.154 1.370  O1 0.968
4 O -1.706 -13.246 0.170  H5 0.946, H6 0.938
5 H -1.145 -13.929 0.506  O4 0.946
6 H -1.790 -12.532 0.772  O4 0.938
7 O 3.042 -10.540 -0.713  H8 0.952, H9 1.005
8 H 2.443 -11.033 -0.161  O7 0.952
9 H 2.636 -10.394 -1.620  O7 1.005
10 O 3.861 -13.994 -0.487  H11 0.991, H12 0.954
11 H 3.901 -13.858 0.494  O10 0.991
12 H 3.035 -13.639 -0.807  O10 0.954
13 O 1.160 -10.080 3.050  H14 0.949, H15 0.969
14 H 1.534 -9.344 2.584  O13 0.949
15 H 1.043 -9.660 3.915  O13 0.969
16 O 0.979 -8.408 -0.690  H17 0.935, H18 0.952
17 H 0.320 -8.872 -0.214  O16 0.935
18 H 0.547 -7.603 -0.955  O16 0.952
19 O 1.032 -14.011 -1.171  H20 0.951, H21 0.934
20 H 1.052 -13.155 -0.757  O19 0.951
21 H 1.165 -14.673 -0.525  O19 0.934
22 O -0.877 -12.057 -2.583  H23 0.961, H24 0.961
23 H -0.937 -12.555 -1.764  O22 0.961
24 H -1.821 -12.072 -2.761  O22 0.961
25 O 4.197 -14.188 2.274  H26 0.971, H27 0.983
26 H 4.455 -14.925 2.852  O25 0.971
27 H 3.319 -13.858 2.567  O25 0.983
28 O -0.575 -9.894 1.011  H29 0.968, H30 0.948
29 H -0.225 -10.072 1.895  O28 0.968
30 H -1.292 -9.276 1.058  O28 0.948
31 O 1.316 -13.574 2.536  H32 0.947, H33 0.934
32 H 0.724 -14.210 2.160  O31 0.947
33 H 0.830 -13.075 3.158  O31 0.934
34 O 3.306 -11.424 3.940  H35 0.984, H36 0.944
35 H 3.122 -12.059 4.669  O34 0.984
36 H 2.479 -11.091 3.630  O34 0.944
37 O 1.581 -10.820 -3.008  H38 0.962, H39 0.963
38 H 0.834 -10.994 -2.427  O37 0.962
39 H 1.500 -9.908 -3.308  O37 0.963

The charge is 0. The largest force on an atom is 2.2 eV/A. For the LUMO energy, the calculation gives -0.994 eV. The calculation puts the gap between HOMO and LUMO at 7.87 eV. The energy comes out at -993.66009 hartree. For the molar mass, the calculation gives 234.2 g mol⁻¹.



Density functional theory data (ωB97M-V with the def2-TZVPD basis set) for a 13-piece molecular cluster, H26O13 overall at a distorted geometry.

Bonds (Å) are listed after each position.
Element x y z (Å)
1 O 0.239 2.911 0.263  H2 0.973, H3 0.977
2 H 0.657 3.739 -0.032  O1 0.973
3 H -0.115 2.523 -0.561  O1 0.977
4 O -2.415 1.205 -0.359  H5 0.937, H6 0.969
5 H -2.968 0.828 0.297  O4 0.937
6 H -2.640 0.558 -1.045  O4 0.969
7 O 2.032 2.122 2.501  H8 0.974, H9 0.956
8 H 1.476 2.367 1.740  O7 0.974
9 H 2.574 2.870 2.747  O7 0.956
10 O -1.719 -2.352 -0.076  H11 0.947, H12 0.969
11 H -1.867 -2.662 0.807  O10 0.947
12 H -1.436 -3.210 -0.427  O10 0.969
13 O 2.640 -1.398 1.165  H14 1.004, H15 0.957
14 H 2.185 -2.264 0.940  O13 1.004
15 H 1.958 -0.866 0.755  O13 0.957
16 O 2.546 1.649 -0.718  H17 0.982, H18 0.973
17 H 1.690 2.121 -0.627  O16 0.982
18 H 3.148 2.390 -0.532  O16 0.973
19 O 0.383 -2.745 3.095  H20 0.985, H21 0.944
20 H 0.361 -2.709 4.079  O19 0.985
21 H 0.638 -1.951 2.652  O19 0.944
22 O 0.371 -0.672 -0.081  H23 0.993, H24 0.978
23 H -0.476 -1.130 -0.322  O22 0.993
24 H 0.298 -0.124 0.726  O22 0.978
25 O -4.086 -1.373 -1.021  H26 0.969, H27 0.980
26 H -3.187 -1.462 -0.671  O25 0.969
27 H -4.524 -2.061 -0.477  O25 0.980
28 O 0.541 -0.063 2.617  H29 0.956, H30 0.959
29 H 1.317 0.494 2.586  O28 0.956
30 H -0.065 0.444 3.161  O28 0.959
31 O -0.134 1.760 -2.332  H32 0.953, H33 0.949
32 H -0.384 0.889 -2.038  O31 0.953
33 H -0.313 1.624 -3.254  O31 0.949
34 O -1.520 -0.678 -2.768  H35 0.913, H36 0.980
35 H -2.197 -0.222 -3.177  O34 0.913
36 H -0.934 -0.900 -3.521  O34 0.980
37 O 1.831 -0.784 -2.323  H38 0.985, H39 0.979
38 H 1.496 -0.690 -1.401  O37 0.985
39 H 2.585 -0.160 -2.349  O37 0.979

The charge is 0. The largest force on an atom is 3.2 eV/A. For the LUMO energy, the calculation gives 0.056 eV. The calculation puts the gap between HOMO and LUMO at 9.97 eV. The energy comes out at -993.69334 hartree. For the molar mass, the calculation gives 234.2 g mol⁻¹.



Look up the energy of the third one. -993.61699 hartree



Look up the gap between HOMO and LUMO of the third one. 9.55 eV